No. 1
C10H26CdCl2N2O3 | ωB97M-V/def2-TZVPD

Positions of all 44 atoms, in Å:
Cd 22.304 7.797 -25.470
Cl 19.547 7.647 -23.241
Cl 25.000 9.340 -23.477
C 25.337 8.779 -27.377
O 23.942 9.048 -27.411
C 23.634 10.048 -28.428
C 22.098 10.344 -28.361
N 21.665 10.595 -26.971
C 22.050 11.958 -26.676
C 21.339 12.339 -25.292
O 21.333 13.734 -25.226
C 20.837 14.169 -24.044
H 25.985 9.508 -26.890
H 25.723 8.512 -28.361
H 25.503 7.873 -26.793
H 23.836 9.744 -29.455
H 24.241 10.917 -28.174
H 21.642 9.495 -28.869
H 21.791 11.201 -28.960
H 20.670 10.732 -26.865
H 21.777 12.677 -27.449
H 23.129 12.078 -26.590
H 21.922 11.910 -24.477
H 20.338 11.953 -25.096
H 21.280 13.711 -23.160
H 19.749 14.109 -24.012
H 21.109 15.197 -23.805
C 23.914 2.401 -26.468
C 23.049 3.713 -26.573
C 21.625 3.579 -27.087
O 21.036 4.904 -27.131
C 19.830 5.056 -27.981
N 23.143 4.477 -25.332
H 24.186 1.966 -27.430
H 23.324 1.787 -25.787
H 24.798 2.553 -25.850
H 23.497 4.283 -27.387
H 21.073 2.830 -26.518
H 21.764 3.212 -28.104
H 19.607 6.055 -28.355
H 18.952 4.682 -27.454
H 19.833 4.343 -28.805
H 22.851 4.028 -24.476
H 24.120 4.422 -25.084

LUMO energy ... -3.50 eV
Total charge ... 0
ΔE to the lowest compared entry with this formula, charge and spin ... 7.873 eV
Spin multiplicity ... 1
Gap between HOMO and LUMO ... 4.94 eV

No. 2
C18H34AgAsClN5O | ωB97M-V/def2-TZVPD

Positions of all 61 atoms, in Å:
Ag -0.488 1.558 1.181
N -0.185 -0.126 2.552
C 0.081 -0.175 3.996
C -0.266 1.191 4.573
C 0.796 2.213 4.182
C 0.195 3.584 3.909
N -0.548 3.525 2.634
H -1.173 -0.264 2.377
H 0.305 -0.852 2.044
H 1.145 -0.373 4.141
H -0.477 -0.965 4.510
H -0.395 1.148 5.656
H -1.219 1.494 4.127
H 1.259 1.880 3.247
H 1.585 2.274 4.937
H 0.991 4.331 3.872
H -0.488 3.858 4.716
H 0.028 3.902 1.882
H -1.382 4.097 2.673
C -0.443 5.252 -3.256
N 0.259 4.844 -2.063
C 1.687 4.627 -2.004
C 1.841 4.028 -0.592
O 2.892 3.777 -0.051
N 0.582 3.817 -0.086
C -0.286 4.283 -0.968
N -1.617 4.286 -0.733
H 0.164 5.980 -3.791
H -1.385 5.731 -2.990
H -0.646 4.404 -3.917
H 2.257 5.550 -2.113
H 2.020 3.905 -2.754
H -1.873 3.591 -0.044
H -2.196 4.248 -1.557
C 0.253 -4.699 1.186
As -0.160 -2.938 0.405
C -1.833 -3.492 -0.461
C 1.129 -3.021 -1.121
C 0.819 -4.067 -2.139
C -0.025 -3.776 -3.211
C -0.353 -4.747 -4.143
C 0.155 -6.033 -4.019
C 1.004 -6.333 -2.964
C 1.337 -5.357 -2.037
H 0.169 -5.488 0.439
H -0.444 -4.908 1.998
H 1.263 -4.695 1.596
H -1.692 -4.359 -1.106
H -2.252 -2.672 -1.044
H -2.538 -3.747 0.331
H 2.105 -3.190 -0.663
H 1.144 -2.029 -1.573
H -0.425 -2.772 -3.308
H -1.004 -4.500 -4.973
H -0.106 -6.795 -4.742
H 1.414 -7.330 -2.869
H 2.019 -5.590 -1.227
Cl -0.679 1.324 -2.297
C -1.223 0.575 -0.710
H -0.804 -0.429 -0.789
H -2.297 0.447 -0.850

LUMO energy ... 0.73 eV
Total charge ... 0
Spin multiplicity ... 1
Gap between HOMO and LUMO ... 7.64 eV

No. 3
H9N3Si2 | ωB97M-V/def2-TZVPD

Positions of all 14 atoms, in Å:
N 0.128 -1.190 0.987
N 1.912 -0.083 -0.782
N -1.999 1.606 -0.162
Si 1.837 -1.044 0.722
Si -1.922 1.282 -1.861
H -0.314 -1.609 1.750
H -0.413 -0.439 0.740
H 1.148 0.549 -0.801
H 2.150 -0.501 -1.711
H -2.860 1.257 0.386
H -1.264 2.001 0.332
H 2.663 -0.369 1.647
H 2.410 -2.420 0.772
H -3.476 0.961 -2.018

LUMO energy ... 0.02 eV
Total charge ... 0
ΔE to the lowest compared entry with this formula, charge and spin ... 2.381 eV
Spin multiplicity ... 1
Gap between HOMO and LUMO ... 8.71 eV

No. 4
C6H16NO | ωB97M-V/def2-TZVPD

Positions of all 24 atoms, in Å:
C -2.620 -0.433 -0.077
C -1.936 0.872 -0.553
C -0.824 1.538 0.308
C 0.019 0.452 0.971
C 1.246 0.090 0.567
C 2.010 -1.172 1.030
N -2.245 1.379 -1.654
H -3.190 -0.802 -0.920
H -3.220 -0.144 0.794
H -1.889 -1.141 0.304
H 1.493 0.292 2.423
H -0.242 2.137 -0.376
H -1.274 1.946 1.215
H -0.565 -0.326 1.461
H 1.693 0.767 -0.166
H 2.088 -2.037 0.370
H 2.946 -1.017 1.589
H 1.121 -1.449 1.540
H -1.658 1.460 -2.470
H 0.928 -3.026 1.249
H 1.579 1.501 -3.664
H 1.414 0.432 -2.619
H 2.217 -2.413 1.784
O 0.907 1.094 -3.104

LUMO energy (spin up / spin down) ... -0.34 / -0.41 eV
Total charge ... 0
ΔE to the lowest compared entry with this formula, charge and spin ... 11.380 eV
Spin multiplicity ... 2
Gap between HOMO and LUMO (spin up / spin down) ... 7.35 / 7.66 eV
⟨S²⟩ ... 0.753

No. 5
C14H23ErO | ωB97M-V/def2-TZVPD

Positions of all 39 atoms, in Å:
C -1.454 -2.701 -0.926
H -2.132 -3.559 -0.851
H -2.003 -1.886 -1.414
H -1.207 -2.377 0.091
C -0.196 -3.065 -1.722
H 0.477 -2.199 -1.757
H 0.350 -3.860 -1.197
C -0.515 -3.521 -3.149
H 0.395 -3.778 -3.702
H -1.164 -4.405 -3.142
H -1.035 -2.733 -3.706
C 0.922 1.344 1.593
C 1.446 1.332 0.236
C 0.337 1.311 -0.608
C -0.870 1.463 0.193
C -0.512 1.577 1.535
C -1.390 1.899 2.696
C -2.243 1.574 -0.382
C 0.345 1.250 -2.100
C 2.888 1.364 -0.142
C 1.757 1.521 2.819
Er 0.210 -0.477 0.860
H -3.013 1.410 0.371
H -2.411 2.564 -0.813
H -2.412 0.850 -1.180
H -2.426 1.621 2.510
H -1.075 1.378 3.599
H -1.373 2.970 2.915
H 2.702 0.983 2.745
H 1.990 2.577 2.974
H 1.246 1.162 3.711
H 3.057 0.935 -1.129
H 3.266 2.389 -0.162
H 3.504 0.804 0.561
H -0.444 0.603 -2.487
H 0.185 2.240 -2.535
H 1.291 0.873 -2.484
O 0.881 -2.005 3.612
C 0.627 -1.426 2.570

LUMO energy (spin up / spin down) ... -10.18 / -10.11 eV
Total charge ... +2
Spin multiplicity ... 4
Gap between HOMO and LUMO (spin up / spin down) ... 6.42 / 6.46 eV
⟨S²⟩ ... 3.755

No. 6
C16H18ClF3N | ωB97M-V/def2-TZVPD

Positions of all 39 atoms, in Å:
Cl -0.701 5.634 0.812
C -0.193 4.002 0.930
C -0.990 3.074 1.616
C -0.590 1.740 1.678
C 0.598 1.319 1.056
C 0.950 -0.113 1.036
C 2.379 -0.538 0.675
C 2.573 -1.913 1.378
C 1.357 -2.051 2.251
C 0.526 -0.981 2.137
C 1.425 2.275 0.428
C 1.019 3.609 0.343
H -1.906 3.395 2.102
H -1.205 1.015 2.214
H 2.528 -0.593 -0.410
H 3.113 0.174 1.072
H 2.664 -2.736 0.653
H 3.505 -1.891 1.959
H 1.211 -2.904 2.911
H -0.369 -0.783 2.726
H 2.387 1.968 0.013
H 1.644 4.341 -0.161
C -1.076 -0.298 -3.105
C -0.136 0.163 -1.971
N -0.500 -0.595 -0.807
C -1.283 -1.753 -1.144
C -2.412 -1.930 -0.137
F -3.091 -3.098 -0.354
F -1.941 -1.969 1.147
F -3.307 -0.905 -0.201
C -1.763 -1.577 -2.593
H -1.824 0.477 -3.305
H -0.515 -0.503 -4.023
H 0.927 0.060 -2.273
H -0.289 1.234 -1.756
H 0.241 -0.753 -0.094
H -0.662 -2.657 -1.008
H -2.854 -1.488 -2.631
H -1.439 -2.451 -3.165

LUMO energy ... -5.93 eV
Total charge ... +1
Spin multiplicity ... 1
Gap between HOMO and LUMO ... 6.53 eV

No. 7
C42H66O31S | ωB97M-V/def2-TZVPD

Positions of all 140 atoms, in Å:
C 14.670 7.716 0.289
C 13.580 6.711 0.541
C 12.383 6.484 -0.365
O 12.406 5.160 -0.726
C 13.665 4.619 -0.500
O 13.943 3.567 -0.897
O 14.331 5.472 0.203
H 14.920 7.779 -0.771
H 15.620 7.504 0.781
H 14.334 8.736 0.476
H 13.430 6.536 1.606
H 12.426 7.125 -1.245
H 11.369 6.776 -0.089
C 4.511 10.149 2.204
C 6.009 9.802 2.033
C 6.713 9.925 3.296
O 7.590 8.800 3.324
C 7.192 7.882 2.429
O 7.811 6.833 2.316
O 6.283 8.422 1.664
H 4.063 10.138 1.210
H 4.315 11.056 2.776
H 4.051 9.383 2.827
H 6.533 10.435 1.317
H 6.058 9.896 4.166
H 7.286 10.838 3.132
C 4.577 0.784 -5.315
C 5.754 1.272 -4.565
C 6.791 0.168 -4.349
O 7.690 0.409 -5.419
C 7.536 1.614 -5.966
O 8.274 2.172 -6.800
O 6.462 2.159 -5.418
H 3.916 1.597 -5.616
H 3.937 0.122 -4.732
H 4.826 0.122 -6.144
H 5.456 1.804 -3.662
H 6.340 -0.822 -4.282
H 7.176 0.456 -3.371
C 2.639 2.025 -1.087
C 3.773 1.156 -0.489
C 3.484 0.500 0.951
O 3.448 -0.822 0.474
C 3.905 -1.063 -0.847
O 3.917 -2.202 -1.308
O 4.037 0.072 -1.410
H 1.676 1.537 -0.939
H 2.785 2.078 -2.166
H 2.519 3.029 -0.680
H 4.575 1.885 -0.372
H 2.511 0.798 1.341
H 4.233 0.607 1.736
C 14.606 2.593 5.754
C 15.243 3.201 4.484
C 14.222 3.308 3.352
O 13.972 4.622 3.382
C 14.887 5.371 4.193
O 14.751 6.596 4.409
O 15.556 4.549 4.874
H 13.666 3.014 6.111
H 15.281 2.602 6.610
H 14.176 1.599 5.875
H 16.213 2.736 4.309
H 13.292 2.747 3.447
H 14.688 3.199 2.373
C 6.878 -1.214 1.448
C 7.909 -2.295 1.748
C 7.962 -2.688 3.256
O 7.960 -4.054 3.096
C 7.543 -4.427 1.908
O 7.270 -5.613 1.580
O 7.514 -3.465 1.116
H 6.541 -0.749 2.375
H 5.929 -1.698 1.219
H 7.274 -0.433 0.798
H 8.852 -2.004 1.285
H 7.101 -2.295 3.796
H 8.944 -2.379 3.616
C 4.062 1.078 4.421
C 4.352 2.636 4.398
C 5.633 3.204 4.906
O 6.113 4.000 3.867
C 5.273 3.946 2.790
O 5.297 4.484 1.727
O 4.310 3.019 3.081
H 3.027 0.787 4.238
H 4.226 0.505 5.334
H 4.692 0.493 3.750
H 3.609 3.124 5.030
H 6.387 2.422 4.991
H 5.193 3.598 5.822
C 10.136 2.714 1.967
C 8.842 3.346 1.462
C 8.989 4.054 0.110
O 8.011 3.483 -0.687
C 7.483 2.433 -0.102
O 6.872 1.525 -0.696
O 7.897 2.368 1.180
H 10.103 2.420 3.016
H 10.891 3.496 1.893
H 10.337 1.931 1.236
H 8.363 4.018 2.174
H 9.943 4.076 -0.415
H 8.791 5.108 0.304
C 12.336 -0.115 4.226
C 11.650 0.651 5.319
C 10.139 0.344 5.586
O 10.147 0.288 7.011
C 11.383 0.130 7.464
O 11.711 0.121 8.661
O 12.288 0.178 6.488
H 12.489 -1.165 4.475
H 13.319 0.199 3.875
H 11.800 -0.058 3.279
H 11.874 1.715 5.400
H 9.879 -0.643 5.203
H 9.473 1.176 5.356
C 11.162 3.356 -3.236
C 11.269 1.895 -3.309
C 11.956 1.284 -2.065
O 11.075 0.403 -1.499
C 9.932 0.346 -2.210
O 8.954 -0.281 -1.847
O 10.042 1.134 -3.251
H 10.767 3.565 -2.241
H 10.616 3.892 -4.012
H 12.177 3.739 -3.135
H 11.886 1.684 -4.183
H 12.162 2.155 -1.443
H 12.831 0.861 -2.559
C 10.978 6.392 4.992
S 10.067 4.830 4.601
O 10.950 3.708 5.231
C 8.650 5.256 5.684
H 11.926 6.701 4.551
H 11.353 6.250 6.005
H 10.312 7.255 4.973
H 7.906 5.808 5.110
H 9.200 5.777 6.467
H 8.109 4.468 6.208

LUMO energy ... -0.29 eV
Total charge ... 0
ΔE to the lowest compared entry with this formula, charge and spin ... 8.693 eV
Spin multiplicity ... 1
Gap between HOMO and LUMO ... 9.51 eV

No. 8
C7H10N3 | ωB97M-V/def2-TZVPD

Positions of all 20 atoms, in Å:
C -1.888 1.305 0.286
C -0.617 2.062 0.310
C -2.167 0.029 0.014
C 1.771 1.328 -0.452
C 0.484 1.518 -0.151
C -1.397 -1.146 -0.414
C 2.203 -0.878 0.472
N 2.562 0.311 -0.127
N 0.875 -1.571 0.404
N 0.043 -1.126 -0.658
H -2.772 1.880 0.662
H -0.772 3.133 0.377
H -3.236 -0.229 -0.016
H 2.182 2.054 -1.121
H -1.422 -2.041 0.342
H -1.801 -1.691 -1.367
H 2.746 -1.735 0.079
H 2.471 -0.997 1.559
H 0.325 -1.627 1.207
H 0.407 -0.576 -1.407

LUMO energy (spin up / spin down) ... -6.17 / -5.45 eV
Total charge ... +1
ΔE to the lowest compared entry with this formula, charge and spin ... 7.253 eV
Spin multiplicity ... 1
Gap between HOMO and LUMO (spin up / spin down) ... 6.65 / 7.63 eV

No. 9
C17H22Cl2O4Ru | ωB97M-V/def2-TZVPD

Positions of all 46 atoms, in Å:
C 1.295 -0.173 -2.641
C 2.302 0.561 -1.981
C 1.726 1.752 -1.443
C 3.728 0.164 -1.869
C 0.366 1.801 -1.814
C 0.030 0.546 -2.498
C -1.128 0.382 -3.405
C 1.510 -1.355 -3.497
C 2.434 2.780 -0.638
C -0.491 3.004 -1.724
Ru -0.258 -0.282 -0.532
Cl 1.755 -1.029 0.453
Cl -0.624 -2.359 -1.230
O -1.712 0.920 -0.307
H 3.827 -0.928 -1.910
H 4.160 0.513 -0.921
H 4.329 0.588 -2.686
H 2.985 2.302 0.187
H 1.710 3.481 -0.204
H 3.153 3.366 -1.233
H -0.355 3.483 -0.746
H -1.544 2.739 -1.842
H -0.238 3.757 -2.489
H -1.999 0.889 -2.984
H -1.381 -0.673 -3.531
H -0.920 0.817 -4.393
H 2.053 -2.142 -2.955
H 2.105 -1.089 -4.384
H 0.556 -1.770 -3.832
H -1.893 0.925 0.660
O -3.348 -2.518 -2.734
H -4.322 -2.454 -2.571
O 0.094 0.861 2.453
C -0.537 -0.204 2.459
O -0.957 -0.911 1.440
C -1.015 -0.907 3.728
C -1.814 -2.061 3.586
C -2.403 -2.651 4.704
C -2.165 -2.116 5.978
C -1.339 -0.988 6.133
C -0.760 -0.387 5.008
H -1.979 -2.461 2.586
H -3.042 -3.521 4.554
H -2.627 -2.572 6.849
H -1.152 -0.572 7.121
H -0.117 0.491 5.091

LUMO energy (spin up / spin down) ... 4.76 / 4.75 eV
Total charge ... -2
ΔE to the lowest compared entry with this formula, charge and spin ... 1.271 eV
Spin multiplicity ... 5
Gap between HOMO and LUMO (spin up / spin down) ... 4.58 / 4.56 eV
⟨S²⟩ ... 6.027

No. 10
C14H23NO | ωB97M-V/def2-TZVPD

Positions of all 39 atoms, in Å:
C 0.323 2.647 5.210
C 0.186 2.528 3.697
C 1.346 1.742 3.089
C 1.281 1.647 1.566
N 0.262 0.702 1.143
H -0.616 0.946 1.590
C 0.061 0.649 -0.294
C 1.202 -0.082 -1.009
H 2.097 0.542 -0.988
C 1.542 -1.433 -0.379
C 0.458 -2.498 -0.566
O 0.275 -2.814 -1.934
C -0.722 -2.237 -2.662
C -1.940 -1.790 -2.158
C -2.891 -1.258 -3.012
C -2.655 -1.173 -4.372
C -1.453 -1.639 -4.882
C -0.496 -2.164 -4.038
H 0.444 -2.531 -4.420
H -1.259 -1.588 -5.943
H -3.402 -0.755 -5.029
H -3.830 -0.914 -2.604
H -2.171 -1.867 -1.106
H 0.784 -3.429 -0.091
H -0.468 -2.177 -0.088
H 2.466 -1.806 -0.825
H 1.697 -1.296 0.691
H 0.922 -0.217 -2.055
H -0.036 1.657 -0.738
H -0.877 0.121 -0.480
H 2.242 1.285 1.191
H 1.114 2.654 1.140
H 2.283 2.229 3.367
H 1.358 0.730 3.498
H 0.157 3.527 3.256
H -0.760 2.034 3.466
H -0.511 3.207 5.628
H 1.246 3.162 5.470
H 0.341 1.662 5.670

LUMO energy ... 0.99 eV
Total charge ... 0
ΔE to the lowest compared entry with this formula, charge and spin ... 0.040 eV
Spin multiplicity ... 1
SMILES ... CCCCNCCCCOc1ccccc1
Gap between HOMO and LUMO ... 9.38 eV